No. 1
4 unconnected molecules or ions with the total composition C30H65Cl2N4O7. Source: OMol25; level of theory: wB97M-V/def2-TZVPD.

XYZ file:
```
108
Properties=species:S:1:pos:R:3
C 3.471 -4.898 2.621
C 2.481 -3.796 2.831
Cl 2.429 -3.243 4.486
C 1.664 -3.245 1.936
Cl 1.727 -3.867 0.303
C 0.649 -2.135 2.131
C 1.348 -0.813 2.521
C 0.494 0.207 3.315
C 1.001 0.344 4.761
C 0.579 1.587 2.652
N -0.942 -0.197 3.264
O -1.537 0.193 2.197
C -1.363 -1.549 3.731
C -1.255 -1.694 5.255
C -2.842 -1.717 3.367
C -0.512 -2.636 3.026
H 4.417 -4.635 3.099
H 3.647 -5.079 1.562
H 3.115 -5.816 3.098
H 0.220 -1.971 1.142
H 2.263 -1.009 3.084
H 1.663 -0.335 1.590
H 1.336 -0.599 5.186
H 0.217 0.756 5.403
H 1.841 1.042 4.778
H -0.178 2.257 3.070
H 0.435 1.544 1.577
H 1.565 2.018 2.842
H -1.625 -2.688 5.521
H -1.876 -0.955 5.767
H -0.237 -1.633 5.620
H -3.420 -0.857 3.713
H -3.227 -2.606 3.875
H -2.987 -1.836 2.295
H -0.130 -3.336 3.771
H -1.176 -3.216 2.379
C -1.268 7.634 0.324
O -0.157 7.596 -0.547
C 1.019 8.207 -0.032
C 2.108 7.183 0.195
N 1.761 6.286 1.287
C 2.678 5.169 1.477
C 2.790 4.136 0.362
O 1.613 3.380 0.165
C 0.650 3.942 -0.712
H -2.120 7.239 -0.225
H -1.115 7.024 1.221
H -1.495 8.659 0.633
H 0.796 8.737 0.899
H 1.365 8.939 -0.767
H 3.034 7.707 0.451
H 2.276 6.659 -0.757
H 0.828 5.925 1.132
H 2.368 4.642 2.384
H 3.677 5.574 1.671
H 3.564 3.421 0.656
H 3.114 4.583 -0.586
H 1.126 4.536 -1.498
H -0.078 4.562 -0.182
H 0.103 3.119 -1.169
C -7.013 2.849 -3.040
O -7.057 3.304 -1.705
C -7.377 2.300 -0.749
C -6.208 2.036 0.172
N -5.110 1.403 -0.540
C -3.879 1.264 0.235
C -3.169 2.535 0.678
O -2.626 3.294 -0.394
C -3.505 4.221 -0.998
H -6.859 3.721 -3.673
H -6.195 2.140 -3.210
H -7.954 2.368 -3.328
H -7.679 1.378 -1.255
H -8.225 2.659 -0.159
H -6.537 1.370 0.976
H -5.927 2.994 0.633
H -4.914 1.934 -1.379
H -3.173 0.684 -0.363
H -4.094 0.669 1.127
H -2.321 2.232 1.293
H -3.811 3.173 1.299
H -4.219 4.628 -0.276
H -4.063 3.785 -1.832
H -2.901 5.039 -1.393
C 3.894 -8.858 -5.753
O 3.314 -7.636 -6.157
C 2.012 -7.401 -5.635
C 2.014 -6.215 -4.696
N 2.757 -6.510 -3.480
C 2.951 -5.371 -2.591
C 3.789 -4.203 -3.097
O 5.154 -4.518 -3.289
C 5.492 -5.036 -4.560
H 4.833 -8.963 -6.294
H 4.102 -8.883 -4.677
H 3.249 -9.707 -6.001
H 1.641 -8.292 -5.121
H 1.346 -7.189 -6.476
H 0.980 -5.977 -4.428
H 2.418 -5.355 -5.249
H 3.660 -6.890 -3.733
H 3.421 -5.743 -1.678
H 1.964 -4.989 -2.311
H 3.762 -3.425 -2.330
H 3.372 -3.763 -4.012
H 4.850 -4.625 -5.344
H 5.429 -6.128 -4.593
H 6.524 -4.751 -4.767
```

Results
Lowest unoccupied orbital energy (alpha / beta) = 0.0239 / 0.0190 Ha
⟨S²⟩ = 0.75
2S+1 = 2
Charge = 0

=====

No. 2
5 unconnected molecules or ions with the total composition C30H65N5O8P. Source: OMol25; level of theory: wB97M-V/def2-TZVPD.

XYZ file:
```
109
Properties=species:S:1:pos:R:3
C -4.642 -0.822 3.101
C -3.145 -0.716 2.800
C -2.631 -1.948 2.042
C -1.391 -1.630 1.219
O -0.481 -0.968 2.055
N 0.363 -0.103 1.273
C 0.936 0.882 2.208
C 1.890 0.164 3.178
C 2.274 0.927 4.419
C 1.786 0.568 5.669
C 2.158 1.264 6.811
C 3.028 2.346 6.719
C 3.527 2.712 5.479
C 3.157 2.004 4.340
C -0.287 1.616 2.876
O -0.949 2.289 2.052
O -0.522 1.356 4.078
P 1.998 1.931 1.039
C 1.632 3.664 1.490
O 1.141 1.881 -0.397
H -5.239 -0.702 2.194
H -4.935 -0.040 3.803
H -4.872 -1.792 3.549
H -2.606 -0.634 3.743
H -2.937 0.193 2.233
H -3.402 -2.341 1.375
H -2.355 -2.714 2.775
H -1.688 -1.004 0.368
H -0.949 -2.545 0.802
H -0.306 0.471 0.751
H 1.449 -0.796 3.445
H 2.816 -0.055 2.633
H 1.088 -0.257 5.739
H 1.757 0.966 7.772
H 3.320 2.909 7.598
H 4.209 3.550 5.396
H 3.563 2.271 3.369
H 2.575 4.175 1.689
H 0.941 3.739 2.324
H 1.144 4.131 0.633
H 1.153 0.972 -0.721
C -0.055 4.410 -5.092
C 0.642 3.853 -3.855
C 1.719 2.807 -4.168
O 1.227 1.538 -4.567
C 0.829 1.439 -5.916
N -0.360 3.362 -2.911
H -0.806 3.721 -5.475
H -0.572 5.338 -4.847
H 0.653 4.618 -5.898
H 1.166 4.681 -3.365
H 2.286 2.620 -3.254
H 2.421 3.183 -4.927
H 1.484 2.030 -6.566
H -0.204 1.763 -6.069
H 0.907 0.390 -6.202
H 0.109 3.108 -2.044
H -0.723 2.484 -3.272
C 2.723 -4.576 9.187
C 2.112 -3.317 9.793
C 1.969 -2.148 8.811
O 3.172 -1.484 8.496
C 3.968 -2.092 7.500
N 2.866 -2.950 10.996
H 3.806 -4.491 9.096
H 2.519 -5.434 9.828
H 2.311 -4.781 8.198
H 1.095 -3.566 10.112
H 1.337 -1.389 9.280
H 1.462 -2.469 7.890
H 3.349 -2.568 6.734
H 4.659 -2.830 7.919
H 4.550 -1.300 7.029
H 2.386 -2.196 11.477
H 3.748 -2.544 10.695
C -2.857 2.910 -10.829
C -1.438 3.103 -10.305
C -1.272 2.817 -8.808
O -1.785 3.811 -7.948
C -3.180 3.770 -7.720
N -0.969 4.441 -10.677
H -3.496 3.756 -10.576
H -2.845 2.829 -11.916
H -3.311 2.003 -10.424
H -0.797 2.381 -10.820
H -0.201 2.778 -8.590
H -1.695 1.836 -8.548
H -3.547 2.739 -7.694
H -3.737 4.331 -8.474
H -3.360 4.230 -6.749
H 0.018 4.530 -10.456
H -1.432 5.115 -10.074
C -1.285 -6.574 -2.840
C -0.887 -5.122 -3.088
C -0.870 -4.245 -1.831
O -2.142 -3.872 -1.346
C -2.807 -4.841 -0.561
N -1.735 -4.569 -4.148
H -2.364 -6.680 -2.728
H -0.987 -7.192 -3.687
H -0.806 -6.969 -1.942
H 0.141 -5.124 -3.464
H -0.375 -3.304 -2.082
H -0.284 -4.717 -1.030
H -2.098 -5.415 0.044
H -3.399 -5.529 -1.171
H -3.482 -4.308 0.107
H -1.388 -3.652 -4.413
H -2.654 -4.392 -3.750
```

Results
Lowest unoccupied orbital energy = 0.0756 Ha
Charge = -1